No. 1
{
  "formula": "C45H35BrCl3CoN2O4P2Te",
  "method": "wB97M-V/def2-TZVPD",
  "elements": ["Co", "Cl", "C", "C", "C", "Cl", "C", "O", "C", "Cl", "C", "H", "H", "Te", "C", "C", "C", "N", "C", "C", "C", "P", "C", "C", "C", "C", "C", "C", "C", "C", "C", "C", "C", "C", "P", "C", "C", "C", "C", "C", "C", "C", "C", "C", "C", "C", "C", "H", "H", "H", "H", "H", "H", "H", "H", "H", "H", "H", "H", "H", "H", "H", "H", "H", "H", "H", "H", "H", "H", "H", "H", "Br", "C", "C", "N", "C", "C", "C", "C", "O", "O", "H", "H", "H", "C", "C", "C", "O", "H", "H", "H", "H", "H", "H"],
  "xyz": [[1.37, -0.26, 0.67], [7.78, -1.61, 3.37], [6.41, -1.12, 2.42], [5.17, -1.01, 3.01], [4.10, -0.62, 2.22], [2.52, -0.46, 3.00], [4.18, -0.32, 0.85], [3.18, 0.04, 0.11], [5.48, -0.46, 0.32], [5.67, -0.13, -1.38], [6.57, -0.85, 1.07], [5.03, -1.22, 4.06], [7.54, -0.93, 0.60], [2.04, 2.35, -1.87], [1.06, 3.75, -3.10], [1.62, 5.00, -3.34], [0.94, 5.89, -4.16], [-0.24, 5.64, -4.72], [-0.76, 4.44, -4.49], [-0.17, 3.47, -3.70], [0.34, 1.53, -0.99], [0.05, -0.19, -1.21], [-1.74, -0.55, -1.31], [-2.19, -1.85, -0.72], [-3.71, -2.09, -0.65], [-4.56, -1.05, -1.33], [-4.04, 0.02, -1.92], [-2.60, 0.30, -1.87], [0.76, -0.83, -2.73], [2.11, -1.18, -2.70], [2.73, -1.66, -3.84], [2.00, -1.80, -5.02], [0.66, -1.45, -5.06], [0.04, -0.96, -3.91], [0.21, 1.92, 0.77], [-1.51, 1.48, 1.23], [-1.65, 0.34, 1.94], [-2.96, -0.36, 2.13], [-4.10, 0.46, 1.62], [-3.93, 1.66, 1.01], [-2.65, 2.18, 0.76], [0.24, 3.73, 0.91], [-0.24, 4.55, -0.11], [-0.24, 5.92, 0.05], [0.23, 6.49, 1.22], [0.72, 5.68, 2.24], [0.73, 4.30, 2.08], [2.56, 5.30, -2.89], [1.36, 6.87, -4.35], [-1.72, 4.24, -4.96], [-0.65, 2.51, -3.55], [-1.71, -2.68, -1.26], [-3.95, -3.07, -1.06], [-5.63, -1.22, -1.33], [-4.68, 0.74, -2.40], [-2.24, 1.25, -2.26], [2.68, -1.06, -1.79], [3.78, -1.92, -3.82], [2.48, -2.17, -5.91], [0.09, -1.55, -5.97], [-1.01, -0.69, -3.94], [-0.76, -0.15, 2.33], [-3.12, -0.53, 3.20], [-5.10, 0.08, 1.78], [-4.80, 2.21, 0.67], [-2.54, 3.12, 0.22], [-0.59, 4.10, -1.03], [-0.61, 6.55, -0.75], [0.23, 7.57, 1.34], [1.10, 6.12, 3.15], [1.12, 3.67, 2.87], [-4.90, -5.05, 5.29], [-3.49, -4.29, 4.30], [-2.18, -4.67, 4.56], [-1.14, -4.17, 3.90], [-1.39, -3.28, 2.95], [-2.67, -2.85, 2.60], [-3.75, -3.36, 3.30], [-2.86, -1.83, 1.50], [-4.01, -2.16, 0.75], [-1.76, -1.95, 0.63], [-1.98, -5.40, 5.33], [-0.53, -2.88, 2.42], [-4.76, -3.06, 3.07], [0.82, -4.63, 0.32], [1.64, -3.68, 1.15], [2.12, -4.15, 2.49], [1.88, -2.55, 0.74], [1.44, -5.50, 0.06], [0.47, -4.14, -0.58], [-0.01, -5.01, 0.92], [2.59, -5.13, 2.40], [1.25, -4.27, 3.14], [2.81, -3.43, 2.92]],
  "spin_multiplicity": 5,
  "homo_lumo_gap_ev": [6.890, 6.123],
  "s2": 6.05,
  "total_energy_ev": -229507.692,
  "homo_ev": [-6.97, -7.11],
  "de_lowest_ev": 4.484
}



No. 2
{
  "formula": "C45H35ClN8O7S2SeSiTa",
  "method": "wB97M-V/def2-TZVPD",
  "elements": ["Ta", "C", "C", "C", "C", "N", "C", "N", "C", "N", "C", "N", "C", "C", "C", "C", "C", "N", "C", "C", "C", "C", "C", "C", "H", "H", "H", "H", "H", "H", "H", "H", "H", "H", "H", "H", "O", "Cl", "O", "O", "O", "N", "C", "C", "C", "C", "C", "C", "S", "O", "O", "N", "C", "S", "C", "C", "N", "H", "H", "H", "H", "H", "H", "H", "H", "Se", "O", "Si", "C", "C", "C", "C", "C", "C", "C", "C", "C", "C", "C", "C", "C", "C", "C", "C", "C", "C", "H", "H", "H", "H", "H", "H", "H", "H", "H", "H", "H", "H", "H", "H", "H"],
  "xyz": [[-1.03, -0.76, 0.49], [3.38, -0.97, -3.57], [2.77, -2.09, -4.13], [1.41, -2.25, -3.98], [0.67, -1.29, -3.27], [1.27, -0.23, -2.71], [2.58, -0.09, -2.87], [-0.72, -1.44, -3.30], [-1.59, -0.76, -2.63], [-1.45, 0.15, -1.57], [-2.50, 1.07, -1.73], [-2.69, 2.31, -1.46], [-1.77, 3.34, -1.32], [-2.18, 4.53, -0.69], [-1.33, 5.61, -0.67], [-0.10, 5.52, -1.30], [0.21, 4.33, -1.92], [-0.58, 3.26, -1.93], [-3.55, 0.43, -2.58], [-4.82, 0.85, -2.92], [-5.54, 0.07, -3.82], [-4.96, -1.08, -4.39], [-3.66, -1.45, -4.07], [-2.98, -0.69, -3.15], [4.45, -0.80, -3.68], [3.35, -2.82, -4.68], [0.89, -3.10, -4.39], [3.01, 0.81, -2.42], [-3.17, 4.57, -0.26], [-1.64, 6.53, -0.17], [0.60, 6.35, -1.30], [1.16, 4.21, -2.45], [-5.23, 1.75, -2.50], [-6.55, 0.35, -4.09], [-5.54, -1.67, -5.08], [-3.20, -2.32, -4.52], [-0.41, -1.81, 4.23], [-0.96, -1.27, 3.02], [-1.15, -2.36, 2.01], [-2.85, -1.06, 0.40], [0.12, -0.47, 2.30], [-5.57, 6.45, 2.04], [-4.81, 5.29, 2.13], [-5.20, 4.14, 1.45], [-4.47, 2.97, 1.55], [-3.34, 2.95, 2.36], [-2.95, 4.08, 3.08], [-3.68, 5.24, 2.96], [-2.45, 1.44, 2.52], [-3.45, 0.42, 2.51], [-1.64, 1.56, 3.71], [-1.51, 1.25, 1.16], [-0.22, 1.80, 1.17], [0.27, 3.17, 2.12], [1.84, 3.02, 1.42], [1.88, 1.98, 0.56], [0.70, 1.28, 0.41], [-6.17, 6.53, 1.24], [-5.11, 7.31, 2.29], [-6.09, 4.16, 0.82], [-4.76, 2.08, 1.02], [-2.08, 4.02, 3.72], [-3.39, 6.13, 3.52], [2.63, 3.71, 1.69], [2.74, 1.67, 0.00], [-2.44, -2.60, -0.50], [0.59, -1.72, 0.05], [1.96, -2.31, 0.71], [3.14, -1.00, 1.37], [3.12, -0.58, 2.71], [4.06, 0.32, 3.20], [5.05, 0.82, 2.37], [5.09, 0.43, 1.03], [4.14, -0.46, 0.55], [1.68, -3.63, 2.01], [0.65, -4.56, 1.85], [0.48, -5.62, 2.73], [1.36, -5.78, 3.80], [2.40, -4.87, 3.97], [2.56, -3.82, 3.08], [2.88, -3.34, -0.58], [4.27, -3.50, -0.58], [4.90, -4.37, -1.46], [4.14, -5.12, -2.35], [2.76, -5.00, -2.35], [2.14, -4.11, -1.48], [2.35, -0.95, 3.38], [4.02, 0.63, 4.24], [5.80, 1.50, 2.76], [5.85, 0.82, 0.37], [4.16, -0.75, -0.50], [-0.06, -4.44, 1.03], [-0.33, -6.32, 2.58], [1.23, -6.60, 4.49], [3.08, -4.98, 4.81], [3.38, -3.13, 3.22], [4.88, -2.95, 0.14], [5.98, -4.47, -1.44], [4.63, -5.81, -3.03], [2.16, -5.59, -3.04], [1.06, -4.02, -1.49]],
  "homo_lumo_gap_ev": 7.069,
  "total_charge": -1,
  "total_energy_ev": -182455.919,
  "homo_ev": -4.92,
  "de_lowest_ev": 3.218
}



No. 3
{
  "formula": "C45H36CsN2OP2SbSe4",
  "method": "wB97M-V/def2-TZVPD",
  "elements": ["Cs", "O", "C", "C", "C", "C", "C", "C", "P", "C", "C", "C", "C", "C", "C", "C", "C", "C", "C", "C", "C", "C", "C", "C", "C", "C", "C", "P", "C", "C", "C", "C", "C", "C", "C", "C", "C", "C", "C", "C", "H", "H", "H", "H", "H", "H", "H", "H", "H", "H", "H", "H", "H", "H", "H", "H", "H", "H", "H", "H", "H", "H", "H", "H", "H", "H", "H", "H", "N", "C", "C", "C", "C", "C", "C", "C", "C", "N", "C", "H", "H", "H", "H", "H", "H", "H", "H", "Se", "Sb", "Se", "Se", "Se"],
  "xyz": [[15.24, 15.41, 12.13], [11.45, 10.55, 15.46], [12.05, 10.33, 16.70], [11.88, 9.17, 17.37], [12.52, 9.07, 18.62], [13.31, 10.13, 19.07], [13.50, 11.31, 18.35], [12.88, 11.44, 17.12], [12.84, 12.88, 15.93], [13.70, 14.10, 17.02], [15.12, 14.02, 16.99], [15.84, 14.90, 17.74], [15.21, 15.92, 18.52], [13.82, 16.04, 18.45], [13.06, 15.19, 17.62], [11.08, 13.32, 16.14], [10.37, 13.65, 14.98], [9.01, 13.98, 14.96], [8.36, 13.97, 16.18], [9.01, 13.65, 17.38], [10.37, 13.30, 17.33], [10.11, 10.26, 15.34], [9.22, 10.16, 16.38], [7.85, 9.89, 16.10], [7.44, 9.79, 14.80], [8.34, 9.92, 13.72], [9.70, 10.17, 13.98], [11.04, 10.60, 12.78], [12.17, 9.14, 13.03], [11.71, 7.84, 13.12], [12.62, 6.80, 13.30], [13.99, 7.05, 13.30], [14.47, 8.33, 13.13], [13.53, 9.40, 13.07], [10.21, 10.29, 11.21], [10.16, 9.11, 10.46], [9.51, 9.04, 9.23], [8.90, 10.16, 8.66], [8.89, 11.32, 9.41], [9.54, 11.41, 10.63], [11.23, 8.35, 16.96], [12.41, 8.16, 19.23], [13.85, 10.02, 20.01], [14.16, 12.12, 18.62], [15.62, 13.32, 16.34], [16.94, 14.87, 17.58], [15.79, 16.60, 19.11], [13.34, 16.89, 18.88], [12.01, 15.32, 17.49], [10.84, 13.68, 13.99], [8.49, 14.22, 14.07], [7.31, 14.25, 16.21], [8.48, 13.69, 18.30], [10.92, 13.07, 18.24], [9.65, 10.21, 17.44], [7.15, 9.94, 16.95], [6.34, 9.67, 14.52], [8.06, 9.81, 12.68], [10.62, 7.64, 13.06], [12.24, 5.82, 13.54], [14.74, 6.27, 13.50], [15.51, 8.53, 13.30], [13.93, 10.40, 12.97], [10.63, 8.20, 10.78], [9.46, 8.11, 8.67], [8.43, 10.12, 7.70], [8.38, 12.17, 9.06], [9.56, 12.44, 11.03], [12.30, 12.91, 10.52], [12.67, 14.16, 10.08], [13.75, 14.38, 9.26], [14.06, 15.62, 8.77], [13.26, 16.71, 9.11], [12.10, 16.56, 9.86], [11.11, 17.54, 9.98], [9.91, 17.25, 10.61], [9.76, 15.98, 11.15], [10.62, 15.01, 11.03], [11.75, 15.24, 10.32], [13.07, 12.22, 10.43], [11.93, 12.90, 11.48], [14.40, 13.48, 9.06], [14.89, 15.69, 8.05], [13.47, 17.67, 8.64], [11.29, 18.58, 9.63], [9.16, 18.02, 10.78], [8.87, 15.66, 11.71], [16.82, 12.77, 13.92], [17.60, 12.50, 11.50], [15.42, 11.70, 10.56], [18.24, 14.74, 10.53], [19.54, 11.19, 10.80]],
  "homo_lumo_gap_ev": 4.082,
  "total_charge": -2,
  "total_energy_ev": -339328.737,
  "homo_ev": -0.82
}



No. 4
{
  "formula": "C45H36O15",
  "method": "wB97M-V/def2-TZVPD",
  "elements": ["C", "C", "C", "O", "H", "H", "H", "H", "H", "H", "H", "H", "C", "C", "C", "O", "C", "C", "C", "O", "H", "H", "H", "H", "C", "C", "C", "O", "C", "C", "C", "O", "H", "H", "H", "H", "C", "C", "C", "O", "C", "C", "C", "O", "H", "H", "H", "H", "C", "C", "C", "O", "C", "C", "C", "O", "H", "H", "H", "H", "C", "C", "C", "O", "C", "C", "C", "O", "H", "H", "H", "H", "C", "C", "C", "O", "C", "C", "C", "O", "H", "H", "H", "H", "C", "C", "C", "O", "C", "C", "C", "O", "H", "H", "H", "H"],
  "xyz": [[0.45, -1.33, 0.97], [1.24, -0.20, 0.23], [0.55, 0.18, -1.18], [1.24, 1.03, 0.95], [0.19, -1.99, 0.23], [-0.66, -0.93, 1.05], [0.97, -1.82, 1.86], [2.20, -0.58, 0.30], [0.46, -0.54, -1.83], [1.19, 1.16, -1.35], [-0.34, 0.51, -0.99], [0.51, 1.73, 0.54], [-1.53, 4.37, -1.42], [-2.04, 5.57, -2.16], [-1.46, 6.97, -2.02], [-2.00, 7.99, -2.52], [-0.34, 7.11, -1.14], [0.26, 5.96, -0.40], [-0.29, 4.54, -0.48], [0.16, 3.57, 0.10], [-1.88, 3.36, -1.44], [-2.84, 5.34, -2.81], [0.18, 8.18, -1.16], [1.07, 6.39, 0.24], [3.95, 0.10, 3.51], [3.76, -1.39, 3.44], [4.60, -2.31, 4.40], [4.40, -3.52, 4.41], [5.46, -1.72, 5.43], [5.44, -0.28, 5.55], [4.73, 0.64, 4.59], [4.86, 1.86, 4.67], [3.30, 0.80, 2.82], [3.10, -1.93, 2.62], [5.95, -2.38, 6.08], [6.04, 0.15, 6.21], [-3.77, 2.47, -0.70], [-5.05, 1.89, 0.04], [-4.88, 0.69, 0.92], [-5.85, 0.20, 1.53], [-3.52, 0.09, 1.01], [-2.39, 0.72, 0.32], [-2.59, 1.71, -0.67], [-1.64, 2.04, -1.40], [-3.88, 3.51, -1.20], [-5.98, 2.60, 0.05], [-3.50, -0.66, 2.02], [-1.44, 0.57, 0.49], [3.63, -4.83, -2.49], [3.35, -3.37, -2.17], [3.83, -2.30, -3.24], [3.68, -1.04, -3.20], [4.36, -2.80, -4.57], [4.68, -4.27, -4.64], [4.47, -5.20, -3.62], [4.95, -6.33, -3.71], [3.39, -5.65, -1.59], [2.73, -3.07, -1.21], [4.36, -2.11, -5.45], [5.39, -4.64, -5.41], [-2.74, 0.90, -3.70], [-1.44, 0.18, -4.02], [-1.53, -1.33, -4.30], [-0.60, -2.00, -4.62], [-2.92, -1.95, -4.29], [-4.10, -1.09, -4.11], [-4.02, 0.26, -3.49], [-5.05, 0.87, -3.09], [-2.72, 1.96, -3.45], [-0.30, 0.71, -4.00], [-2.82, -2.91, -4.65], [-5.03, -1.56, -4.33], [0.36, 1.03, 5.57], [0.66, 2.51, 6.12], [1.41, 3.41, 5.16], [1.50, 4.55, 5.34], [1.93, 2.79, 3.94], [1.63, 1.41, 3.57], [0.78, 0.64, 4.27], [0.37, -0.44, 3.78], [-0.22, 0.31, 6.16], [0.30, 2.84, 7.06], [2.62, 3.45, 3.25], [2.04, 0.99, 2.61], [-3.84, -4.78, -0.47], [-2.44, -4.95, -0.10], [-1.58, -3.69, -0.72], [-0.35, -3.70, -0.78], [-2.35, -2.56, -1.14], [-3.77, -2.55, -1.14], [-4.67, -3.69, -0.91], [-5.85, -3.70, -0.97], [-4.51, -5.64, -0.20], [-1.87, -5.85, 0.15], [-1.80, -1.65, -1.36], [-4.30, -1.58, -1.52]],
  "homo_lumo_gap_ev": 6.310,
  "total_energy_ev": -77931.464,
  "smiles": "O=C1C=CC(=O)C=C1.O=C1C=CC(=O)C=C1.O=C1C=CC(=O)C=C1.O=C1C=CC(=O)C=C1.O=C1C=CC(=O)C=C1.O=C1C=CC(=O)C=C1.O=C1C=CC(=O)C=C1.CC(C)O",
  "homo_ev": -9.48,
  "de_lowest_ev": 0.000
}



No. 5
{
  "formula": "C45H37BrCaClF11N6O2Si",
  "method": "wB97M-V/def2-TZVPD",
  "elements": ["Ca", "C", "N", "C", "C", "N", "C", "C", "F", "C", "F", "C", "F", "C", "F", "C", "F", "C", "C", "N", "C", "C", "F", "C", "F", "C", "F", "C", "F", "C", "F", "H", "H", "H", "H", "H", "H", "H", "H", "H", "H", "H", "Cl", "C", "C", "C", "C", "O", "C", "C", "O", "C", "H", "H", "H", "H", "Br", "C", "C", "C", "C", "C", "C", "N", "C", "C", "C", "C", "C", "C", "N", "H", "H", "H", "H", "H", "H", "H", "H", "H", "C", "Si", "C", "C", "N", "C", "C", "C", "C", "C", "C", "F", "H", "H", "H", "H", "H", "H", "H", "H", "H", "H", "H", "H", "H"],
  "xyz": [[1.03, 0.32, 0.36], [0.86, -3.37, 2.17], [0.45, -1.94, 2.39], [0.93, -1.33, 3.64], [2.28, -0.69, 3.52], [2.46, 0.11, 2.36], [3.64, 0.80, 2.33], [3.67, 2.23, 2.20], [3.83, 4.32, 1.07], [5.74, 2.85, 0.79], [7.59, 2.87, -0.64], [6.49, 2.11, 1.69], [7.77, 2.49, 2.00], [6.13, 0.88, 2.32], [7.00, 0.22, 3.13], [4.89, 0.27, 2.31], [4.86, -1.07, 2.55], [-1.00, -1.84, 2.31], [-1.59, -0.44, 2.55], [-0.98, 0.60, 1.78], [-1.47, 1.81, 2.10], [-2.26, 2.20, 3.21], [-3.09, 1.29, 3.85], [-2.31, 3.56, 3.62], [-2.74, 3.86, 4.85], [-1.82, 4.52, 2.71], [-2.08, 5.84, 3.01], [-1.22, 4.23, 1.47], [-0.72, 5.14, 0.60], [-1.08, 2.87, 1.18], [-0.46, 2.41, 0.08], [0.55, -4.08, 2.95], [1.92, -3.42, 2.08], [0.41, -3.69, 1.21], [0.87, -2.09, 4.44], [0.21, -0.61, 3.87], [3.02, -1.51, 3.46], [2.39, -0.18, 4.53], [-1.51, -2.56, 3.05], [-1.24, -2.26, 1.30], [-1.78, -0.22, 3.59], [-2.66, -0.58, 2.12], [6.63, 6.23, -1.14], [5.91, 4.66, -1.03], [4.67, 4.41, -1.67], [3.84, 3.23, -1.53], [3.57, 2.41, -0.39], [2.85, 1.41, -0.43], [4.24, 2.92, 0.97], [2.77, 2.95, 3.03], [2.20, 2.50, 4.07], [6.57, 3.76, -0.06], [4.36, 5.27, -2.26], [3.44, 2.82, -2.47], [2.47, 3.99, 2.72], [7.13, 4.37, 0.66], [-2.95, 4.56, -5.67], [-2.19, 3.36, -4.47], [-2.58, 2.04, -4.41], [-1.92, 1.12, -3.63], [-0.69, 1.46, -3.03], [-0.24, 2.75, -3.18], [-1.02, 3.73, -3.79], [0.03, 0.50, -2.34], [0.11, -0.68, -2.87], [1.04, -1.69, -2.47], [1.13, -2.85, -3.33], [2.15, -3.74, -3.13], [3.06, -3.54, -2.09], [2.84, -2.49, -1.20], [1.86, -1.55, -1.36], [-3.47, 1.78, -5.03], [-2.25, 0.14, -3.58], [0.77, 2.99, -2.86], [-0.72, 4.78, -3.71], [-0.57, -1.06, -3.67], [0.41, -3.09, -4.13], [2.26, -4.59, -3.84], [3.82, -4.23, -1.87], [3.42, -2.25, -0.33], [-2.73, -5.04, -0.09], [-4.13, -4.51, -1.38], [-5.22, -5.95, -1.65], [-3.21, -4.25, -2.99], [-5.11, -3.27, -0.75], [-5.14, -1.99, -0.41], [-6.10, -1.55, 0.60], [-6.46, -0.22, 0.62], [-5.95, 0.70, -0.29], [-4.83, 0.37, -1.07], [-4.46, -0.94, -1.20], [-3.43, -1.37, -2.01], [-3.16, -5.86, 0.56], [-2.48, -4.18, 0.51], [-1.91, -5.46, -0.65], [-4.60, -6.77, -1.99], [-5.97, -5.80, -2.44], [-5.71, -6.28, -0.74], [-2.76, -5.18, -3.36], [-2.34, -3.63, -2.82], [-3.81, -3.82, -3.81], [-6.45, -2.27, 1.33], [-7.26, 0.09, 1.38], [-6.39, 1.68, -0.36], [-4.32, 1.20, -1.59]],
  "homo_lumo_gap_ev": 3.673,
  "total_charge": -2,
  "total_energy_ev": -199070.924,
  "homo_ev": -1.61,
  "de_lowest_ev": 6.386
}



Results for max |F|: 0.6; 5.1; 2.8; 9.7; 4.1 (in eV/A, following the order of the records).